Record 1
18
Properties=species:S:1:pos:R:3:forces:R:3 method="wB97M-V/def2-TZVPD" spin_multiplicity=2 de_lowest_kcal_mol=60.48 homo_lumo_gap_ev="4.1 / 9.9" homo_ha="-0.117 / -0.343"
H -1.24940 -2.83329 0.81081 -0.0487 -1.1087 -0.3560
H 1.69254 1.78489 1.19725 -1.0709 -0.8713 -0.0705
C 1.09141 0.92351 -0.41511 0.0638 -0.2915 -0.7178
C -1.17529 -1.92914 1.35466 -0.1903 0.0402 1.8023
H -2.01403 -0.97948 -0.25165 -1.5679 0.3643 -1.0059
H 2.12090 -1.01084 -0.56561 -0.5100 0.4234 -0.0745
H -0.72871 1.92656 -0.92424 -0.5195 -0.0888 0.0453
N -1.25547 -0.85256 0.37708 2.4802 0.7177 0.7463
H -0.36816 -0.79567 -0.19882 -0.2219 -0.6753 -0.1920
H 1.23482 -0.28140 -2.08353 0.4870 -0.2444 0.5328
H -0.19887 -1.86746 1.86001 -0.4665 -0.0434 -0.1351
C 1.48884 -0.23445 -1.01290 -0.3970 0.7085 -0.0991
H -2.01282 -1.85304 2.10434 0.8770 0.0258 -0.8530
H -1.17387 0.04621 0.86814 -0.9698 0.5944 0.1167
H 0.65444 2.97585 -0.75936 -0.0277 0.0355 -0.2503
O 1.04437 1.07016 0.96657 1.3500 0.5941 0.2857
C 0.33463 2.00331 -1.14045 0.7614 -0.3889 0.9938
H 0.51467 1.90684 -2.18718 -0.0291 0.2083 -0.7687

=====

Record 2
30
Properties=species:S:1:pos:R:3:forces:R:3 method="wB97M-V/def2-TZVPD" de_lowest_kcal_mol=76.88 homo_lumo_gap_ev=8.9 homo_ha=-0.347 smiles=O.O.O.O.O.O.O.O.O.O
O 6.31832 -8.29116 10.44303 -0.5770 -0.4503 0.4377
O 4.90258 -10.39373 12.65020 -0.0450 0.1618 0.1501
H 2.11080 -5.68104 11.75823 0.0407 -0.3021 0.2647
H 5.36268 -7.29284 11.89050 -0.0600 -0.2319 -0.2825
H 4.56570 -6.21321 12.59131 -0.1978 0.0169 0.3915
O 7.47342 -4.12266 11.32676 0.8996 0.0153 0.0155
H 4.33273 -3.43984 11.63674 -0.0205 -0.1038 0.2130
H 4.91296 -10.01563 11.77090 0.0301 0.1632 -0.1467
H 7.03413 -7.16060 13.03308 -0.4372 0.5326 -0.0361
H 7.01704 -6.83246 9.67860 -0.1344 -0.1024 0.1443
H 7.02283 -8.82551 10.80959 0.4379 -0.1447 0.1551
H 5.77511 -8.91121 9.95652 -0.0815 -0.0815 -0.4334
O 7.74842 -7.46050 13.59529 0.2158 -0.4124 0.2165
H 2.49276 -7.89834 12.74784 -0.1073 -0.3090 -0.0869
O 5.41457 -6.38284 12.18280 0.3777 0.3837 -0.1792
H 8.38489 -7.84294 12.99124 0.3201 0.0173 -0.0251
O 2.95531 -3.56559 13.91369 0.2108 0.1793 0.4821
H 7.17836 -5.98082 8.43740 0.0325 0.2218 -0.1423
H 4.65197 -11.30767 12.51551 -0.0545 -0.3096 0.0456
O 2.38431 -4.80745 11.47845 0.1975 0.0984 -0.3173
H 1.56893 -4.31050 11.41199 -0.3024 0.1912 -0.1543
H 2.21570 -2.95991 13.96239 -0.1058 0.2164 0.1166
O 7.67988 -6.42465 9.12131 0.3817 0.1468 -0.4391
H 4.71309 -3.47944 10.17193 -0.2043 -0.1336 -0.1872
H 2.90551 -3.93478 13.03196 -0.1306 -0.3566 -0.2717
H 6.94984 -3.53677 10.78012 -0.1828 0.0690 0.2273
O 4.98289 -3.11388 11.01443 -0.1553 0.4741 -0.2871
H 6.90049 -4.87109 11.49359 -0.2753 -0.1435 0.1094
H 3.21553 -7.91803 14.07793 0.1978 -0.1183 0.3036
O 3.01463 -7.35027 13.33394 -0.2705 0.3121 -0.2843

=====

Record 3
20
Properties=species:S:1:pos:R:3:forces:R:3 method="wB97M-V/def2-TZVPD" spin_multiplicity=2 total_charge=+1 de_lowest_kcal_mol=79.92 homo_lumo_gap_ev="9.3 / 4.1" homo_ha="-0.512 / -0.512"
H -0.79255 0.81394 2.42522 0.6230 -0.3572 0.1277
H 0.47558 0.45103 1.26263 3.2426 0.7709 -0.4531
C -0.50244 -1.33098 1.93065 0.6452 -2.6474 -0.1030
O -1.43008 0.13688 -0.74944 -0.0310 0.9439 2.8765
H 0.05540 -1.77021 2.82090 -0.9467 1.4033 -0.6026
H 1.40205 1.40655 -1.37572 -0.1976 -0.3103 -0.7599
N -2.34858 1.47242 0.84092 -2.3254 -2.6057 -5.3072
H 1.49158 -0.76383 -0.62044 -1.0598 -0.8644 2.2176
H 2.95411 -0.80761 -1.58768 -2.0119 0.5447 0.4577
C 1.44581 0.65724 -2.20005 -0.6168 -0.3542 0.4066
C 1.77318 -0.71542 -1.60505 4.3378 -0.1151 -2.9734
C -1.35333 0.52446 0.44530 -0.0342 -0.2731 0.1922
C -0.41863 0.14902 1.63401 -3.9514 0.0123 -0.2167
H -2.55947 2.05978 1.59119 0.4828 1.0687 2.1819
H 2.21128 0.95160 -2.87096 0.9430 0.4653 -0.4871
H 0.06937 -1.83872 1.14734 -0.1636 0.0838 -0.2807
H -3.19435 1.38978 0.15557 1.7364 0.5835 1.1608
H 0.56478 0.66111 -2.85218 -0.2874 0.0822 0.6104
H -1.50442 -1.83985 1.86274 0.7322 1.0101 0.3743
H 1.66069 -1.60718 -2.25495 -1.1170 0.5585 0.5779

=====

Record 4
14
Properties=species:S:1:pos:R:3:forces:R:3 method="wB97M-V/def2-TZVPD" de_lowest_kcal_mol=113.43 homo_lumo_gap_ev="7.5 / 7.5" homo_ha="-0.257 / -0.257"
H 1.07870 1.51729 1.00128 -0.1478 -0.0997 -0.0960
O -1.41166 -1.60924 -0.55674 0.1352 0.0565 -0.0666
C -0.74089 -1.56950 0.57929 0.1457 0.0648 0.2389
C 0.66312 -0.11732 -0.76915 0.3026 -0.0703 -0.1573
H -0.68907 1.20407 1.25069 0.1452 -0.0665 -0.1076
C -0.00721 1.25103 -0.86627 -0.0700 0.0477 -0.0127
H -0.70868 -1.15016 -1.17502 -0.1477 0.0172 0.0090
H 0.59895 2.01497 -1.34975 -0.0774 -0.1410 0.0772
C 0.16496 1.10006 0.58548 -0.0932 0.4638 0.1312
H 1.74406 -0.05037 -0.91752 -0.1459 0.0310 0.0510
H -1.05515 -2.26406 1.35293 0.0766 0.0958 -0.0889
H -1.03720 1.25565 -1.23093 0.1604 0.0169 0.0769
H 1.06422 -0.86693 1.44534 -0.1332 0.0186 -0.1171
C 0.33586 -0.71548 0.65038 -0.1506 -0.4349 0.0618

=====

Record 5
56
Properties=species:S:1:pos:R:3:forces:R:3 method="wB97M-V/def2-TZVPD" total_charge=+1 homo_lumo_gap_ev=6.0 homo_ha=-0.401
C 0.33550 4.66446 -1.38219 0.7215 -1.1870 0.6459
O 2.18642 3.48430 -2.47786 -1.4778 0.2773 4.9239
H -2.01914 -1.81027 -3.98547 1.1308 0.5353 1.2125
O 0.93641 -2.44912 6.50623 0.0594 0.1955 -0.4216
O -3.25057 -0.08944 -4.66331 -0.3077 0.2017 -0.1104
C 1.59600 -0.05332 -1.69878 2.0816 -1.3420 -3.4915
H 1.47430 -1.15716 3.88495 0.0888 0.2611 -0.8826
H -5.02380 1.89027 -6.40709 0.0676 -0.0565 0.0353
O 4.32250 3.44732 -0.49553 -4.3505 -3.3547 1.7253
H 4.45693 0.72842 -0.47707 -1.0409 0.8930 1.1842
H -3.68446 -0.26514 1.51782 1.7030 -0.5946 -0.4477
C 2.53107 -0.06688 2.32524 -0.5309 -0.1700 -1.6364
H -2.37270 -1.43573 2.13754 -0.4919 1.2868 -1.2346
O 2.39608 -0.66269 -2.46492 -3.2542 2.4541 3.7544
H 1.09295 -2.79220 8.95307 0.1591 0.0841 -0.0451
C -2.63565 -0.68161 1.30152 0.3437 -0.7636 -0.2537
H -1.75729 -0.52379 -2.69607 0.6751 -1.3043 -0.8670
C -0.55235 -2.48496 -2.30018 -0.0227 1.2233 -2.3476
H -0.24137 -2.23741 2.48748 1.5641 1.0960 -0.6365
C 0.55191 -1.56929 2.00140 1.0377 1.2939 -2.3369
H 2.63220 -2.02207 9.15878 -0.0550 -0.0282 -0.0630
C -2.60388 -1.47533 -0.12798 -1.0094 0.9610 1.2833
C 1.86242 -2.08858 7.22146 -0.2776 -0.2057 0.2217
O 0.72045 0.88386 -2.28778 1.1530 -1.5269 3.0352
F 3.43075 0.49578 3.28746 -2.7214 -1.7850 -2.7799
H 0.20850 1.31531 -1.55687 0.3628 -0.4115 -0.8248
C -1.24586 -1.36492 -3.27894 0.5184 0.3115 -0.1755
H -3.31413 -2.37619 0.02952 1.2764 1.4122 -0.6839
H -3.40732 2.09717 -5.81746 -0.1693 -0.1070 -0.0647
P -0.89611 -2.20657 -0.47214 0.3162 -1.6562 0.4705
H 4.51414 1.37934 1.28310 -1.0464 -0.2143 -1.5990
C 1.64171 3.70697 -1.37620 0.0871 1.0108 -4.2693
H 3.71776 -1.13142 7.30395 -0.0521 -0.0235 -0.0552
H -3.01015 -0.77516 -0.93445 0.6745 -1.1244 0.9508
H 2.96779 -1.25465 5.74828 0.1864 -0.0364 0.2898
N 1.88294 -2.30953 8.55551 -0.2962 -0.2204 0.4186
C 3.84114 1.21840 0.36088 -1.2939 -0.1934 0.5017
C 2.63824 0.25791 0.79277 -1.5816 -1.7161 2.0341
H -0.94275 -3.49796 -2.69705 0.6086 1.4102 1.4361
N 2.94717 -1.43646 6.73683 0.4630 0.3975 -0.5487
H 0.56950 -2.46204 -2.55594 -1.6021 -0.2053 0.9005
H -1.84327 0.14175 1.30214 -1.2737 -0.9563 0.0869
C 3.39017 2.68243 -0.12695 4.2566 2.7272 -1.4892
C 1.57428 -0.37978 -0.14189 -0.0284 -0.1046 3.2844
C 0.48961 -1.33544 0.44034 2.1768 2.5744 2.4310
O 2.03882 3.15249 -0.11425 1.1507 -0.7740 -1.4604
H -6.16957 -0.07323 -5.92249 0.0876 -0.0200 0.0266
H -5.38967 -1.29975 -4.97886 -0.0287 0.1723 -0.1239
C -4.22157 0.32362 -5.28462 0.1375 -0.0152 0.0296
H -0.02276 4.82902 -0.31084 0.3832 -0.0101 -1.6211
H -0.45427 4.08700 -1.99778 1.2547 1.0945 0.9885
N 1.52790 -0.94465 2.86436 0.0492 0.7419 -3.4827
H 0.63131 5.63466 -1.92304 -0.4806 -1.6131 0.9395
N -5.36319 -0.39367 -5.41751 -0.3921 -0.5786 0.1623
H -0.44645 -0.84762 -3.93599 -1.2906 -0.9504 1.1073
N -4.23855 1.53357 -5.89316 0.3007 0.6336 -0.1270

=====

Record 6
9
Properties=species:S:1:pos:R:3:forces:R:3 method="wB97M-V/def2-TZVPD" spin_multiplicity=6 total_charge=+1 de_lowest_kcal_mol=87.54 homo_lumo_gap_ev="7.0 / 6.9" homo_ha="-0.427 / -0.453"
H -0.47947 -1.34968 1.14320 -0.0257 0.4757 1.0621
O 1.14752 -0.11441 -0.64605 0.9478 -0.3132 0.9153
O -1.98565 -0.04910 0.70250 -1.0179 2.8322 -2.0581
C -0.70920 -0.29532 0.91698 1.3221 -0.4740 -4.7678
H -1.68295 0.63324 -0.30369 -2.0706 -2.1970 3.8929
Fe 1.68490 0.09768 -2.39328 0.2956 0.1308 -1.2248
Li 2.08483 -0.81361 0.73638 0.0068 0.0953 0.1433
C 0.01364 0.39712 -0.07863 0.7794 -0.2878 2.2575
H -0.07361 1.49406 -0.07741 -0.2376 -0.2620 -0.2203